No. 1
Formula: C35H89N3O22
Source: the Open Molecules 2025 dataset
Level of theory: ωB97M-V with the def2-TZVPD basis set

Structure (XYZ):
```
149
Properties=species:S:1:pos:R:3:lowdin_charge:R:1
C 2.24235 -0.08145 -0.82403 0.04
N 1.36299 0.14628 0.35454 -0.43
O 1.94731 0.32890 1.45452 0.02
O 0.17557 -0.01241 0.26187 0.07
H 2.04522 0.58459 -1.66405 0.10
H 2.16276 -1.12279 -1.13608 0.10
H 3.26862 0.13324 -0.52608 0.09
C 1.75012 4.27635 -8.01129 0.05
N 2.21640 3.62478 -6.73283 -0.45
O 1.70038 2.55830 -6.44434 0.06
O 2.89925 4.28499 -5.96286 0.05
H 0.95306 4.92467 -7.64731 0.10
H 1.38342 3.39144 -8.53144 0.09
H 2.52897 4.82823 -8.53754 0.10
C -0.05739 -5.87531 -5.29226 0.06
N 0.80574 -4.72042 -5.82000 -0.45
O 1.44688 -4.08907 -5.01116 0.05
O 0.84791 -4.49855 -7.01082 0.06
H 0.61358 -6.57153 -4.78907 0.09
H -0.58009 -6.35885 -6.11754 0.09
H -0.65415 -5.51602 -4.45388 0.09
C -0.48683 -8.53135 0.20597 -0.16
O -0.67287 -7.17399 0.26079 -0.18
C 0.48603 -6.42196 0.59107 -0.16
C 1.18379 -6.86298 1.96703 -0.17
O 0.27837 -6.72295 3.09719 -0.19
C 0.89563 -6.66561 4.43362 -0.08
H -1.44420 -8.90834 -0.15377 0.09
H -0.20773 -8.95721 1.16974 0.08
H 0.20736 -8.93217 -0.53263 0.09
H 0.27216 -5.35318 0.59839 0.12
H 1.12062 -6.56833 -0.28298 0.11
H 2.12009 -6.33356 2.14359 0.11
H 1.53308 -7.88768 1.84024 0.10
H 1.11748 -7.65271 4.83918 0.08
H 0.33406 -6.03470 5.12261 0.08
H 1.85087 -6.14445 4.49695 0.07
C -1.76007 5.22154 -2.58446 -0.13
O -2.54788 6.25860 -2.08066 -0.20
C -3.54822 6.74111 -3.06918 -0.15
C -4.05726 8.16925 -2.86486 -0.22
O -4.84358 8.13464 -1.69236 -0.19
C -5.50402 9.32521 -1.37880 -0.11
H -2.37735 4.42097 -2.99207 0.08
H -1.30675 4.84111 -1.66911 0.09
H -1.09050 5.63505 -3.33864 0.09
H -4.35204 6.01619 -3.19749 0.13
H -3.00897 6.89277 -4.00421 0.11
H -4.55290 8.51287 -3.77282 0.12
H -3.23784 8.87135 -2.71096 0.13
H -6.25848 9.04927 -0.64208 0.09
H -5.95325 9.67822 -2.30707 0.08
H -4.79807 10.07040 -1.01216 0.09
C 6.65360 -3.49209 1.09632 -0.08
O 5.35839 -3.36109 1.73610 -0.21
C 5.21024 -3.07353 3.13946 -0.17
C 6.19128 -3.88875 3.98673 -0.20
O 6.01492 -5.26670 3.65946 -0.21
C 6.97908 -6.13009 4.14662 -0.13
H 7.44891 -3.08282 1.71928 0.08
H 6.55582 -2.84925 0.22151 0.08
H 6.86966 -4.49555 0.72956 0.08
H 4.16201 -3.23087 3.39358 0.12
H 5.35703 -2.00770 3.31429 0.12
H 5.89643 -3.89915 5.03603 0.12
H 7.23160 -3.56618 3.94479 0.11
H 6.75407 -7.11803 3.74481 0.09
H 6.83512 -6.26297 5.21887 0.09
H 7.95073 -5.75588 3.82424 0.09
C 0.27913 -0.61341 7.94696 -0.11
O -0.99943 -0.57762 8.59315 -0.15
C -1.97446 -0.08647 7.66533 -0.22
C -2.57074 -1.04116 6.67387 -0.20
O -1.54368 -1.39390 5.74056 -0.21
C -1.98481 -2.29495 4.76411 -0.11
H 1.05756 -0.45269 8.69282 0.08
H 0.45265 0.03822 7.09059 0.08
H 0.46601 -1.60953 7.54586 0.08
H -1.74287 0.91233 7.29536 0.13
H -2.88515 0.13785 8.22070 0.12
H -3.38771 -0.50405 6.19200 0.12
H -3.00008 -1.95622 7.08183 0.13
H -2.20912 -3.26015 5.21818 0.09
H -1.18458 -2.36296 4.02717 0.09
H -2.81246 -1.82204 4.23548 0.09
C -0.40427 3.88086 4.83841 -0.09
O -0.68027 4.80306 5.90884 -0.17
C 0.48446 5.04458 6.72197 -0.21
C 0.19501 6.12649 7.73568 -0.22
O 1.29506 6.34119 8.63173 -0.19
C 1.27361 7.59199 9.32893 -0.10
H 0.34355 4.24130 4.13204 0.09
H -1.36655 3.74271 4.34543 0.09
H -0.13641 2.88432 5.18951 0.08
H 1.43169 5.34850 6.27646 0.13
H 0.71009 4.20359 7.37766 0.12
H -0.66291 6.02796 8.40079 0.13
H -0.06298 6.96083 7.08345 0.12
H 1.84879 8.29935 8.73152 0.08
H 1.84867 7.67862 10.25083 0.08
H 0.25920 7.97056 9.45449 0.08
C -6.27541 0.05771 -0.11675 -0.11
O -7.37106 0.28772 -0.99922 -0.20
C -8.61510 -0.44713 -0.84995 -0.16
C -9.78866 0.42939 -1.33037 -0.24
O -10.13158 1.60613 -0.67879 -0.18
C -11.15362 1.47301 0.32382 -0.08
H -6.65222 0.06447 0.90603 0.08
H -5.44266 0.75521 -0.02675 0.08
H -5.84428 -0.92828 -0.29008 0.08
H -8.78727 -0.60158 0.21522 0.11
H -8.51734 -1.42037 -1.33094 0.12
H -10.65827 -0.21092 -1.47836 0.12
H -9.49597 0.89172 -2.27307 0.13
H -12.10059 1.15539 -0.11257 0.08
H -11.19028 2.51548 0.64009 0.09
H -10.90973 0.72179 1.07502 0.08
C -2.21223 -0.30018 -4.65144 -0.12
O -2.90377 0.21385 -5.78258 -0.20
C -4.29689 0.60606 -5.58254 -0.15
C -4.62781 1.57339 -6.75390 -0.16
O -3.57916 2.59002 -6.78470 -0.22
C -3.74403 3.68585 -7.66798 -0.11
H -2.37184 -1.33935 -4.36382 0.07
H -2.28892 0.26323 -3.72150 0.08
H -1.16284 -0.30560 -4.94616 0.08
H -4.43933 1.11092 -4.62707 0.12
H -4.84536 -0.32910 -5.69546 0.12
H -5.58170 2.06360 -6.55921 0.12
H -4.67117 1.06269 -7.71587 0.12
H -2.80944 4.24572 -7.70272 0.08
H -4.37661 4.35537 -7.08515 0.08
H -4.03773 3.40335 -8.67894 0.09
C 7.08473 0.36543 -4.07076 -0.10
O 7.19795 -1.02568 -3.75248 -0.17
C 7.81958 -1.73110 -4.79206 -0.23
C 8.78289 -2.79988 -4.23620 -0.19
O 9.90206 -2.16408 -3.55974 -0.16
C 10.72009 -3.19261 -3.01931 -0.14
H 6.55551 0.52821 -5.00966 0.09
H 8.06734 0.82171 -4.19065 0.08
H 6.66659 0.95915 -3.25790 0.08
H 8.45529 -1.11741 -5.43029 0.12
H 7.05761 -2.28225 -5.34320 0.13
H 9.04959 -3.33024 -5.15037 0.12
H 8.28876 -3.42340 -3.49113 0.12
H 11.70466 -2.86457 -2.68600 0.08
H 10.88579 -4.07689 -3.63469 0.08
H 10.38893 -3.61719 -2.07159 0.08
```

- HOMO-LUMO gap (eV) = 9.6
- E_HOMO (Eh) = -0.347
- SMILES = C[N+](=O)[O-].C[N+](=O)[O-].C[N+](=O)[O-].COCCOC.COCCOC.COCCOC.COCCOC.COCCOC.COCCOC.COCCOC.COCCOC
- relative energy (zero: lowest compared OMol25 entry of this formula, charge and spin) (kcal per mole) = 102.1
- LUMO (Eh) = 0.007
- 2S+1 = 1

No. 2
Formula: C4H4F2
Source: the Open Molecules 2025 dataset
Level of theory: ωB97M-V with the def2-TZVPD basis set

Structure (XYZ):
```
10
Properties=species:S:1:pos:R:3:lowdin_charge:R:1
C 0.44600 -0.77815 -0.31122 -0.25
C 0.97896 -0.80654 0.76646 0.08
C -0.25284 -0.60971 -1.54662 -0.15
C 1.46606 2.13480 2.63332 -0.06
F 0.48191 2.51973 3.42137 0.03
F 1.20773 2.82306 1.53225 0.03
H -1.38502 -0.57877 -1.32185 0.10
H -0.01842 0.39717 -2.06830 0.10
H -0.10510 -1.55045 -2.20912 0.10
H 1.31921 -0.81831 1.76431 0.01
```

- HOMO-LUMO gap (eV) = 9.9
- E_HOMO (Eh) = -0.366
- relative energy (zero: lowest compared OMol25 entry of this formula, charge and spin) (kcal per mole) = 73.5
- LUMO (Eh) = -0.001
- 2S+1 = 1

No. 3
Formula: C4H5NO
Source: the Open Molecules 2025 dataset
Level of theory: ωB97M-V with the def2-TZVPD basis set

Structure (XYZ):
```
11
Properties=species:S:1:pos:R:3:lowdin_charge:R:1
C 0.29222 -1.47944 -0.68305 -0.51
C -1.44267 1.35597 0.07562 -0.09
C -0.29590 1.23554 0.65916 0.03
C 0.74102 -1.03606 0.56325 0.01
N 1.65475 -1.19473 -0.54144 0.12
O -0.52513 -1.78878 -1.48502 0.11
H -1.96103 2.31006 0.04258 0.05
H -1.95513 0.54117 -0.40913 0.05
H 0.38579 1.86944 1.18223 0.03
H 0.89822 -1.34064 1.57143 0.08
H 2.20787 -0.47253 -0.97565 0.12
```

- HOMO-LUMO gap (spin up / spin down) (eV) = 8.5 / 8.6
- E_HOMO (spin up / spin down) (Eh) = -0.318 / -0.317
- relative energy (zero: lowest compared OMol25 entry of this formula, charge and spin) (kcal per mole) = 134.5
- LUMO (spin up / spin down) (Eh) = -0.007 / -0.002
- 2S+1 = 1

No. 4
Formula: C21H39CsFKN4NaO7SSb
Source: the Open Molecules 2025 dataset
Level of theory: ωB97M-V with the def2-TZVPD basis set

Structure (XYZ):
```
77
Properties=species:S:1:pos:R:3:lowdin_charge:R:1
C -2.09750 -1.58660 1.53976 -0.39
C -1.98863 -2.57019 0.38692 -0.49
C -2.06173 -3.99056 0.97570 -0.11
C -0.67930 -2.49150 -0.40234 -0.36
Sb 0.20594 -0.50940 -0.90538 0.86
C -0.84604 -0.42239 -3.02525 -0.49
S -2.54360 -0.45110 -3.03702 0.54
O -3.04857 0.48974 -2.05658 -0.40
O -3.09571 -0.42458 -4.38291 -0.39
H -2.65230 -2.05623 2.34240 0.11
H -2.59024 -0.74112 1.22057 -0.23
H -1.16526 -1.22385 1.87630 -0.05
H -2.84260 -2.45659 -0.29115 0.10
H -1.98396 -4.76805 0.21215 0.08
H -1.22838 -4.13880 1.67445 0.09
H -2.98516 -4.15602 1.53746 0.06
H -0.77908 -3.03939 -1.34933 0.05
H 0.07058 -3.01929 0.20172 0.06
H 1.65772 -1.28858 -1.56916 -0.06
H 0.97581 1.07302 -1.20544 -0.07
H -1.20497 0.29350 -0.35767 -0.42
H 0.82594 -0.48586 0.74248 -0.07
H -0.62561 0.56000 -3.46802 0.02
H -0.53154 -1.23140 -3.69624 0.03
H -2.79124 -1.70014 -2.57161 0.06
Cs -1.65745 0.71794 1.27036 1.49
O 2.84997 1.20311 0.93281 -0.20
C 3.41330 2.32457 1.17810 -0.40
C 5.06088 2.18485 1.77390 -0.44
O 5.72308 3.27856 1.97547 -0.23
H 3.04528 2.91434 2.04459 0.11
H 3.58887 3.00596 0.30846 0.09
H 5.50476 1.52910 0.92796 0.05
H 4.90665 1.49219 2.62102 0.11
Na 7.21021 2.35771 0.56550 0.69
C -6.57181 -2.62105 -1.65544 -0.06
C -5.62066 -3.51684 -1.00371 -0.25
N -4.86386 -4.22639 -0.48798 0.16
H -7.12947 -3.16221 -2.41797 0.09
H -7.27106 -2.22479 -0.92066 0.09
H -6.04755 -1.78905 -2.12460 0.08
F -2.65417 1.94343 5.20765 0.00
C -2.64920 2.75851 6.31220 -0.29
C -3.86103 3.22816 6.77095 -0.04
C -3.83852 4.03955 7.90256 -0.10
C -2.63859 4.35274 8.52481 -0.08
C -1.43873 3.86221 8.02344 -0.06
C -1.43839 3.04684 6.89852 0.00
H -4.77851 2.96144 6.26535 0.10
H -4.77375 4.41690 8.29901 0.10
H -2.62824 4.97099 9.41253 0.10
H -0.49094 4.06285 8.50343 0.08
H -0.51314 2.64030 6.51466 0.12
C 4.67078 -2.43663 -6.91451 -0.12
C 3.18785 -2.20037 -7.18605 -0.30
N 2.63331 -1.12912 -6.38049 -0.11
C 1.37997 -0.56640 -6.58372 -0.01
C 1.19764 0.32600 -5.58000 -0.01
N 2.31655 0.31963 -4.79874 -0.07
C 3.19931 -0.55168 -5.29204 -0.03
C 2.54420 1.11618 -3.59033 0.00
H 4.81903 -2.77177 -5.88984 0.10
H 5.03844 -3.22147 -7.57664 0.10
H 5.29406 -1.54640 -7.05441 0.02
H 2.62458 -3.11843 -7.01844 0.15
H 3.03229 -1.91346 -8.22266 -0.01
H 0.73607 -0.87126 -7.38949 0.13
H 0.34957 0.95138 -5.36927 0.14
H 4.16062 -0.77265 -4.86708 0.14
H 3.37490 1.80402 -3.73841 0.10
H 2.72236 0.42855 -2.76425 0.06
H 1.64146 1.67838 -3.37429 0.08
K 4.15260 -0.53819 -8.64706 0.72
N 1.08267 2.38514 10.09344 -0.64
O 1.82549 1.64736 10.75797 -0.07
O 0.11296 2.96554 10.63238 -0.09
O 1.30059 2.56362 8.86858 -0.10
```

- HOMO-LUMO gap (eV) = 1.6
- E_HOMO (Eh) = -0.175
- LUMO (Eh) = -0.117
- 2S+1 = 1

No. 5
Formula: C2H10N4O4Si2
Source: the Open Molecules 2025 dataset
Level of theory: ωB97M-V with the def2-TZVPD basis set

Structure (XYZ):
```
22
Properties=species:S:1:pos:R:3:lowdin_charge:R:1
C -2.88457 0.05723 -1.27922 -0.04
C -0.11242 -1.18701 0.67158 -0.19
N -2.43995 0.70150 -0.00675 -0.13
N -2.95504 1.88059 0.42789 -0.46
N 1.41906 1.80603 -0.66767 -0.47
N 1.99946 1.03960 0.12074 -0.10
O -3.85859 2.34315 -0.23142 0.07
O -2.38805 2.45808 1.34365 0.01
O 1.76610 2.73337 -1.38865 0.03
O 0.10684 1.44798 -0.75318 -0.14
Si 3.77397 1.27634 0.18749 0.65
Si -0.72180 0.59686 0.49349 0.60
H -3.59764 -0.76214 -0.98738 0.10
H -3.44596 0.77357 -1.97427 0.11
H -1.91336 -0.20170 -1.72223 0.07
H -0.75904 -1.89590 1.30579 0.06
H 0.36270 -1.56360 -0.24700 0.03
H 0.76944 -0.90008 1.35427 0.03
H 4.08938 1.27635 -1.32618 -0.04
H 4.26528 2.49472 0.84572 -0.08
H 4.17978 0.06067 0.73027 -0.11
H -0.34482 1.44108 1.57658 0.02
```

- HOMO-LUMO gap (eV) = 11.0
- E_HOMO (Eh) = -0.392
- SMILES = CN([N+](=O)[O-])[Si@@H](C)O/[N+]([O-])=N/[SiH3]
- relative energy (zero: lowest compared OMol25 entry of this formula, charge and spin) (kcal per mole) = 6.4
- LUMO (Eh) = 0.012
- 2S+1 = 1

| no. | largest force on an atom (hartree/bohr) | total energy (eV) |
| --- | --- | --- |
| 1 | 0.062 | -87229.620 |
| 2 | 0.052 | -9643.264 |
| 3 | 0.064 | -7760.693 |
| 4 | 0.307 | -84055.611 |
| 5 | 0.055 | -32135.780 |